1.
# C4H5NO

C4H5NO as an isolated structure in a non-equilibrium geometry (the ωB97M-V functional and the def2-TZVPD basis, OMol25).

The geometry in XYZ format:
```
11
Properties=species:S:1:pos:R:3
C -0.229 0.911 0.976
C -0.490 -0.507 0.563
O -0.958 -0.622 -0.784
C 0.237 -1.201 -1.113
C 0.985 -0.314 -1.921
N 1.672 0.144 -2.733
H -1.145 1.504 1.004
H 0.209 0.933 1.973
H 0.461 1.404 0.293
H -1.174 -1.065 1.191
H 0.433 -1.188 0.551
```

Computed properties:
LUMO level, eV: -1.12
E, eV: -7761.5056
Frontier orbital gap, eV: 8.05
Energy above the lowest of the compared OMol25 structures with the same formula, charge and spin, kJ/mol: 484.44
Total charge: 0
Highest occupied orbital energy, eV: -9.169

2.
# C3H14NO2

A 3-piece molecular cluster, C3H14NO2 overall in a non-equilibrium geometry (the ωB97M-V functional and the def2-TZVPD basis, OMol25).

The geometry in XYZ format:
```
20
Properties=species:S:1:pos:R:3
C 0.159 1.073 1.511
C -0.352 1.586 0.174
C 0.657 2.552 -0.455
N -0.560 0.447 -0.803
H -0.299 0.138 1.848
H 1.229 0.900 1.387
H -0.041 1.784 2.306
H -1.312 2.101 0.154
H 1.589 2.085 -0.760
H 0.872 3.392 0.207
H 0.167 3.003 -1.327
H -1.490 0.056 -0.630
H -0.628 0.824 -1.749
H 0.032 -0.392 -0.877
H -0.833 -4.133 1.286
H 0.634 -3.969 1.564
O -0.031 -3.859 0.881
H -0.386 -3.060 -1.786
H 0.733 -2.380 -1.282
O -0.141 -2.146 -1.651
```

Computed properties:
LUMO level, eV: -3.09
E, eV: -8917.0457
Frontier orbital gap, eV: 11.83
Energy above the lowest of the compared OMol25 structures with the same formula, charge and spin, kJ/mol: 71.41
Total charge: +1
Highest occupied orbital energy, eV: -14.929

3.
# C18H29AlF3IO4P

C18H29AlF3IO4P as an isolated structure in a non-equilibrium geometry (the ωB97M-V functional and the def2-TZVPD basis, OMol25).

The geometry in XYZ format:
```
57
Properties=species:S:1:pos:R:3
C 7.576 -0.021 1.172
C 6.309 0.795 1.079
C 6.341 2.164 0.843
C 5.148 2.868 0.796
C 3.924 2.245 0.983
C 3.860 0.867 1.200
C 2.559 0.111 1.377
Al 0.888 0.850 0.437
C 0.430 -0.366 -1.125
C 1.640 -0.872 -1.933
C 2.696 0.214 -2.205
I 2.890 0.660 -4.311
C -0.660 0.773 1.770
C -1.523 2.032 1.982
C -2.389 2.384 0.811
F -3.741 2.424 1.103
C -2.069 2.621 -0.469
F -1.145 3.474 -0.876
F -2.699 2.070 -1.510
C 5.075 0.179 1.251
H 7.509 -0.689 2.034
H 7.727 -0.650 0.294
H 8.433 0.635 1.322
H 7.285 2.681 0.712
H 5.175 3.937 0.619
H 3.017 2.834 0.956
H 2.731 -0.860 0.894
H 2.369 -0.058 2.441
H 1.081 2.350 -0.140
H -0.338 0.070 -1.775
H -0.044 -1.250 -0.674
H 1.290 -1.243 -2.901
H 2.093 -1.736 -1.443
H 2.442 1.174 -1.763
H 3.683 -0.105 -1.880
H -1.344 -0.030 1.462
H -0.244 0.481 2.742
H -0.933 2.894 2.312
H -2.239 1.846 2.793
H 5.052 -0.891 1.440
C -5.004 0.066 -0.084
O -4.489 -1.169 -0.617
P -5.415 -2.435 -0.780
O -6.695 -2.383 -0.064
O -4.441 -3.619 -0.385
C -3.804 -3.541 0.897
O -5.529 -2.656 -2.344
C -6.812 -2.875 -2.938
H -4.702 0.159 0.956
H -4.570 0.877 -0.655
H -6.090 0.106 -0.154
H -4.506 -3.208 1.662
H -2.959 -2.855 0.848
H -3.450 -4.538 1.143
H -7.278 -1.919 -3.174
H -7.462 -3.444 -2.276
H -6.649 -3.433 -3.857
```

Computed properties:
LUMO level, eV: 2.58
E, eV: -59467.4525
Frontier orbital gap, eV: 7.73
Total charge: -1
Highest occupied orbital energy, eV: -5.153

4.
# C36H32BrMnN5O2Se

C36H32BrMnN5O2Se as an isolated structure (the ωB97M-V functional and the def2-TZVPD basis, OMol25).

The geometry in XYZ format:
```
78
Properties=species:S:1:pos:R:3
Mn 0.703 0.567 -0.755
O -0.485 -0.314 4.324
C -0.607 1.050 4.226
C -0.861 1.868 5.314
C -0.929 3.241 5.129
C -0.739 3.796 3.871
C -0.489 2.968 2.787
C -0.433 1.591 2.956
C -0.185 0.642 1.821
O -0.262 1.294 0.567
N 1.166 0.057 1.918
N 1.455 -0.553 0.716
C 2.157 -1.617 0.613
C 2.548 -2.142 -0.669
Br 2.165 -0.969 -2.150
C 3.192 -3.288 -0.924
C 3.474 -4.332 0.057
C 4.694 -5.010 -0.022
C 5.005 -5.987 0.906
C 4.090 -6.320 1.897
C 2.857 -5.685 1.955
C 2.546 -4.693 1.040
H -0.666 -0.599 5.227
H -0.996 1.437 6.300
H -1.125 3.880 5.979
H -0.785 4.867 3.737
H -0.341 3.386 1.800
H -0.917 -0.174 1.843
H 1.249 -0.567 2.719
H 2.497 -2.144 1.500
H 3.551 -3.459 -1.934
H 5.402 -4.757 -0.802
H 5.956 -6.498 0.851
H 4.330 -7.096 2.611
H 2.131 -5.979 2.700
H 1.559 -4.246 1.043
N -0.347 1.451 -2.248
C 0.370 1.629 -3.501
C -0.216 1.175 -4.672
C 0.466 1.309 -5.870
C 1.727 1.891 -5.878
C 2.300 2.336 -4.699
C 1.630 2.217 -3.480
C 2.231 2.684 -2.211
C 3.136 3.750 -2.199
C 3.748 4.165 -1.029
C 3.466 3.536 0.175
C 2.546 2.496 0.208
C 1.960 2.092 -0.980
H -1.124 0.806 -2.394
H -0.718 2.329 -1.884
H -1.200 0.723 -4.648
H 0.017 0.960 -6.789
H 2.271 1.992 -6.807
H 3.295 2.761 -4.720
H 3.344 4.274 -3.123
H 4.441 4.995 -1.056
H 3.942 3.858 1.091
H 2.295 2.027 1.151
C -4.240 -2.817 -1.240
N -4.025 -1.481 -0.706
C -2.854 -0.835 -0.607
Se -1.191 -1.521 -1.121
N -3.094 0.377 -0.076
C -4.456 0.528 0.180
C -5.194 1.568 0.724
C -6.557 1.365 0.829
C -7.159 0.171 0.409
C -6.418 -0.866 -0.128
C -5.050 -0.658 -0.229
H -3.278 -3.281 -1.435
H -4.809 -2.757 -2.166
H -4.788 -3.411 -0.512
H -2.360 1.038 0.138
H -4.730 2.489 1.051
H -7.177 2.147 1.246
H -8.229 0.058 0.510
H -6.885 -1.786 -0.449
```

Computed properties:
LUMO level (alpha / beta), eV: -7.07 / -6.58
E, eV: -216092.4155
Frontier orbital gap (alpha / beta), eV: 6.10 / 6.59
Energy above the lowest of the compared OMol25 structures with the same formula, charge and spin, kJ/mol: 11.07
Total charge: +2
Highest occupied orbital energy (alpha / beta), eV: -13.166 / -13.163
2S+1: 4

5.
# C16H19N3O4

One molecule with the formula C16H19N3O4 (the ωB97M-V functional and the def2-TZVPD basis, OMol25).

The geometry in XYZ format:
```
42
Properties=species:S:1:pos:R:3
C 1.123 2.743 1.120
O 0.668 1.869 0.101
C 1.097 0.564 0.192
C 0.117 -0.406 0.316
C 0.465 -1.755 0.360
N -0.490 -2.762 0.479
C -1.814 -2.758 0.076
O -2.618 -3.521 0.567
N -2.097 -1.921 -0.959
C -3.456 -1.490 -1.219
C -3.705 -0.181 -0.514
C -3.974 -0.160 0.851
C -4.097 1.066 1.484
N -3.968 2.225 0.860
C -3.712 2.206 -0.436
C -3.569 1.037 -1.169
C 1.809 -2.093 0.355
C 2.812 -1.130 0.238
O 4.065 -1.647 0.250
C 5.206 -0.817 0.236
C 2.456 0.221 0.112
O 3.415 1.211 -0.067
C 3.365 1.845 -1.332
H 2.213 2.787 1.167
H 0.724 3.723 0.867
H 0.732 2.430 2.093
H -0.904 -0.074 0.417
H -0.218 -3.584 0.997
H -1.361 -1.316 -1.291
H -3.598 -1.388 -2.298
H -4.114 -2.272 -0.832
H -4.074 -1.084 1.400
H -4.305 1.128 2.544
H -3.612 3.174 -0.908
H -3.355 1.074 -2.227
H 2.118 -3.123 0.431
H 6.046 -1.488 0.415
H 5.339 -0.327 -0.732
H 5.165 -0.060 1.021
H 3.577 1.131 -2.136
H 2.392 2.308 -1.516
H 4.138 2.612 -1.311
```

Computed properties:
LUMO level, eV: 0.65
E, eV: -29559.8473
Frontier orbital gap, eV: 9.00
Energy above the lowest of the compared OMol25 structures with the same formula, charge and spin, kJ/mol: 293.49
Total charge: 0
SMILES: COc1cc(NC(=O)NCc2ccncc2)cc(OC)c1OC
Highest occupied orbital energy, eV: -8.346

6.
# CHBr2Cl2P

One molecule with the formula CHBr2Cl2P in a non-equilibrium geometry (the ωB97M-V functional and the def2-TZVPD basis, OMol25).

The geometry in XYZ format:
```
7
Properties=species:S:1:pos:R:3
Cl -0.052 1.412 2.349
P -1.563 0.493 1.400
Cl -2.534 -0.652 2.678
Br -3.558 2.225 1.368
C -0.570 -0.642 0.560
Br -1.115 -2.008 -0.670
H 0.220 -0.199 0.159
```

Computed properties:
LUMO level (alpha / beta), eV: -2.17 / -2.26
E, eV: -175470.9336
Frontier orbital gap (alpha / beta), eV: 6.90 / 7.02
Energy above the lowest of the compared OMol25 structures with the same formula, charge and spin, kJ/mol: 180.22
Total charge: 0
SMILES: ClP(Cl)(Br)=CBr
Highest occupied orbital energy (alpha / beta), eV: -9.074 / -9.279

7.
# C3H9BrInOZn

C3H9BrInOZn as an isolated structure in a non-equilibrium geometry (the ωB97M-V functional and the def2-TZVPD basis, OMol25).

The geometry in XYZ format:
```
16
Properties=species:S:1:pos:R:3
O 1.249 2.649 0.432
In -0.544 2.160 1.131
C -0.737 0.040 -0.106
C 0.565 -0.721 0.199
C 0.862 -1.853 -0.791
Br -0.093 -3.468 -0.243
H 1.185 2.937 -0.479
H -0.633 1.677 2.759
H -1.873 2.997 0.436
H -0.841 0.435 -1.128
H -1.687 -0.357 0.300
H 0.445 -1.139 1.196
H 1.418 -0.042 0.197
H 0.396 -1.559 -1.729
H 1.898 -2.093 -1.000
Zn -1.611 -1.662 -1.173
```

Computed properties:
LUMO level, eV: -7.29
E, eV: -128926.6243
Frontier orbital gap, eV: 5.32
Total charge: +1
Highest occupied orbital energy, eV: -12.606

8.
# C4H6O2

A 2-piece molecular cluster, C4H6O2 overall (the ωB97M-V functional and the def2-TZVPD basis, OMol25).

The geometry in XYZ format:
```
12
Properties=species:S:1:pos:R:3
C 1.199 -0.722 -0.849
C 0.975 0.541 -0.062
O 1.388 1.633 -0.374
C 0.216 0.390 1.258
C -1.788 0.806 0.145
O -0.171 -0.683 1.694
H 0.338 -1.391 -0.782
H 1.430 -0.476 -1.887
H 2.053 -1.255 -0.413
H 0.182 1.323 1.852
H -2.234 -0.085 -0.339
H -2.605 1.235 0.760
```

Computed properties:
LUMO level (alpha / beta), eV: -1.56 / -1.68
E, eV: -8334.8629
Frontier orbital gap (alpha / beta), eV: 7.96 / 7.83
Energy above the lowest of the compared OMol25 structures with the same formula, charge and spin, kJ/mol: 540.15
Total charge: 0
Highest occupied orbital energy (alpha / beta), eV: -9.524 / -9.510

> Number 2 is which compound?

C3H14NO2